(1)
C38H31FI2N2OPV | wB97M-V/def2-TZVPD

```
77
Properties=species:S:1:pos:R:3
V 0.29315 0.20880 -0.00898
I -4.59156 0.32852 5.88660
C -3.34262 0.56727 4.24314
C -3.46845 1.69509 3.44012
C -2.64447 1.86151 2.33375
I -2.82083 3.52928 1.12166
C -1.68639 0.88891 2.06332
O -0.90581 1.01563 0.97781
C -1.53898 -0.24295 2.86560
C -0.42897 -1.21122 2.59150
N -0.24500 -1.51847 1.14143
C -1.39293 -2.22719 0.52196
C -2.15229 -1.35472 -0.43646
C -3.50707 -1.53532 -0.64493
C -4.15834 -0.74213 -1.57780
C -3.43150 0.22091 -2.26097
C -2.08574 0.35364 -1.98625
N -1.44498 -0.42567 -1.10619
C -2.38481 -0.39891 3.95361
H -4.21394 2.44373 3.67130
H -0.61303 -2.14150 3.13362
H 0.52320 -0.79817 2.94119
H 0.54850 -2.14727 1.09346
H -2.06066 -2.61515 1.29175
H -1.00245 -3.08466 -0.03161
H -4.04179 -2.28317 -0.07540
H -5.21784 -0.86517 -1.75709
H -3.89598 0.87470 -2.98458
H -1.49676 1.11340 -2.47931
H -2.28933 -1.27063 4.58916
C 3.79284 4.49438 -3.09291
C 4.40592 3.24949 -3.11421
C 3.67323 2.10853 -2.82630
C 2.32046 2.22240 -2.51353
C 1.70599 3.47484 -2.48466
C 2.44461 4.60881 -2.77977
P 1.32161 0.76806 -2.18178
C 0.60254 0.22246 -3.74112
C 0.19318 -1.10593 -3.88502
C -0.40053 -1.52326 -5.06278
C -0.60072 -0.61852 -6.09940
C -0.19453 0.70026 -5.96156
C 0.41036 1.12386 -4.78716
C 2.28273 -0.60633 -1.52055
C 3.14310 -1.43918 -2.25413
C 3.82783 -2.43144 -1.58672
C 3.63749 -2.61743 -0.21325
C 2.74601 -1.83011 0.49145
C 2.04184 -0.81813 -0.16776
H 4.36904 5.38147 -3.31886
H 5.45664 3.16605 -3.35637
H 4.15793 1.14027 -2.84257
H 0.65445 3.56754 -2.23266
H 1.96999 5.58045 -2.76159
H 0.34975 -1.81878 -3.08340
H -0.70137 -2.55588 -5.17880
H -1.06339 -0.94792 -7.02001
H -0.33517 1.40083 -6.77339
H 0.74408 2.14977 -4.69802
H 3.27935 -1.28898 -3.31833
H 4.52048 -3.06781 -2.12086
H 4.18796 -3.39797 0.29614
H 2.61380 -1.99652 1.55702
F 2.22080 1.05959 5.93125
C 2.08591 1.23107 4.62244
C 1.04057 2.01525 4.15550
C 0.89836 2.17085 2.79331
C 1.78277 1.55267 1.88875
C 1.67582 1.80589 0.44973
C 2.85692 0.81166 2.41318
C 3.01237 0.64119 3.77270
H 0.37478 2.49570 4.85930
H 0.10876 2.80659 2.41260
H 2.62174 1.79742 -0.07571
H 1.07639 2.67916 0.19259
H 3.59410 0.39236 1.74253
H 3.84185 0.08693 4.19013
```

Frontier orbital gap (spin up / spin down)   6.12 / 6.17 eV
HOMO energy (spin up / spin down)   -13.122 / -13.124 eV
Charge   +2
LUMO level (spin up / spin down)   -7.00 / -6.95 eV



(2)
C24H64BBr2F3NO11S2 | wB97M-V/def2-TZVPD

```
108
Properties=species:S:1:pos:R:3
C 2.12465 2.67662 3.78492
C 1.69124 1.57170 2.68113
N 2.64093 0.44002 2.56587
B 2.03810 -0.88783 3.07394
S 1.43076 -0.57322 4.83547
C 0.93952 -1.44444 2.01334
Br 0.74238 -0.63292 0.18935
C 0.06451 -2.54314 2.23196
C 0.06797 -3.37155 3.57223
Br -1.21434 -3.14695 0.81466
S 3.54144 -2.10255 2.99994
O 3.17674 -3.48267 2.53873
O 4.49326 -1.54248 1.95493
C 4.54426 -2.08576 4.59622
F 3.98113 -2.81941 5.63252
F 4.90979 -0.77960 4.98492
F 5.77325 -2.72231 4.27750
H 2.41049 2.19109 4.77798
H 2.96235 3.29799 3.34026
H 1.20919 3.32760 4.01374
H 0.60428 1.27521 2.77004
H 1.75780 2.14491 1.68390
H 3.49863 0.64350 3.09240
H 0.14262 -0.04122 4.82369
H -0.36585 -2.68667 4.38406
H -0.69410 -4.21738 3.47022
H 1.07926 -3.71032 3.93727
C -2.25864 -1.42718 -3.26084
C -2.43048 0.01953 -2.84124
O -1.28505 0.45974 -2.12083
H -2.11002 -2.06422 -2.38497
H -3.13261 -1.78099 -3.81046
H -1.37467 -1.54449 -3.89415
H -3.30091 0.12863 -2.19143
H -2.56781 0.66715 -3.71375
H -0.52129 0.36915 -2.70344
C 6.24083 3.26222 1.29622
C 5.07359 4.09883 0.81309
O 5.29561 5.47691 1.10797
H 6.38135 3.38504 2.37332
H 6.07759 2.20539 1.07993
H 7.17114 3.58060 0.81488
H 4.15187 3.79265 1.31098
H 4.93569 3.98846 -0.26693
H 6.10570 5.74305 0.65781
C 7.04573 -1.31135 -1.00024
C 6.95351 0.16207 -0.65482
O 5.59990 0.59023 -0.70120
H 6.63757 -1.49720 -1.99697
H 8.08321 -1.65515 -0.97375
H 6.45886 -1.90962 -0.29790
H 7.52290 0.75951 -1.37075
H 7.34979 0.35451 0.34808
H 5.10393 0.06136 -0.05682
C -2.15119 4.47460 1.26673
C -0.78979 3.85136 1.50967
O -0.89643 2.77641 2.43298
H -2.57758 4.84120 2.20396
H -2.07985 5.30716 0.56192
H -2.84948 3.73385 0.86631
H -0.10162 4.58775 1.92957
H -0.36216 3.47190 0.57597
H -1.49845 2.12348 2.05217
C -6.89305 0.46284 -2.00350
C -6.69712 1.09758 -0.64052
O -5.31547 1.34978 -0.41337
H -6.33344 -0.47336 -2.07391
H -7.94957 0.25776 -2.19054
H -6.51710 1.11940 -2.79353
H -7.05308 0.43036 0.14704
H -7.24551 2.04224 -0.56667
H -5.01010 1.94628 -1.10839
C 8.26536 -5.40781 3.02170
C 8.09258 -6.43157 4.12599
O 8.39578 -5.85125 5.38974
H 9.28919 -5.02557 3.00996
H 8.04047 -5.84398 2.04564
H 7.60651 -4.55024 3.18301
H 8.76719 -7.27657 3.97369
H 7.06553 -6.80970 4.14998
H 7.79004 -5.11128 5.52247
C -1.74047 -5.14603 -5.85617
C -2.89128 -4.27490 -6.32070
O -2.63256 -2.91019 -6.01350
H -1.58835 -5.03754 -4.77982
H -1.93091 -6.19810 -6.08127
H -0.80762 -4.84613 -6.34225
H -3.81593 -4.56301 -5.81725
H -3.04196 -4.37066 -7.40132
H -1.81966 -2.65829 -6.46788
C -2.00701 4.51668 -4.04555
C -3.14634 3.68172 -4.59608
O -3.89045 3.10046 -3.53207
H -1.34494 3.90257 -3.43051
H -1.42378 4.96364 -4.85413
H -2.38837 5.31637 -3.40390
H -2.76070 2.87176 -5.21797
H -3.82059 4.29347 -5.20469
H -4.23663 3.82049 -2.99091
C -12.21973 0.52756 -1.05570
C -10.77348 0.72325 -0.64442
O -10.14607 1.68440 -1.48574
H -12.28078 0.19636 -2.09509
H -12.71001 -0.21340 -0.42001
H -12.77204 1.46931 -0.98762
H -10.22077 -0.21370 -0.73444
H -10.70608 1.06591 0.39316
H -10.63267 2.51240 -1.39529
```

Frontier orbital gap   6.59 eV
HOMO energy   -4.760 eV
Charge   -1
LUMO level   1.83 eV



(3)
C5H13N2O | wB97M-V/def2-TZVPD

```
21
Properties=species:S:1:pos:R:3
N 0.59770 0.67462 1.72961
C 0.34735 0.50510 0.30323
C -0.85772 -0.09335 -0.38508
C -0.83774 -1.61354 -0.34352
C -2.20326 0.48287 0.04677
C 1.72280 0.28969 -0.30616
N 1.85652 -0.25971 -1.57948
O 2.63755 0.63285 0.38586
H 1.66851 0.74643 1.72378
H 0.21585 1.56759 2.04339
H 0.18028 -0.08035 2.29729
H 0.78991 1.36086 -0.38251
H -0.70649 0.23851 -1.41496
H -1.53068 -2.08359 -1.02929
H 0.14889 -2.05940 -0.43387
H -1.18641 -1.90244 0.65755
H -2.23018 1.54962 -0.19141
H -2.36997 0.40527 1.12529
H -3.02041 0.01210 -0.47153
H 2.08782 0.48734 -2.23825
H 2.68968 -0.86047 -1.53673
```

Energy above the lowest of the compared OMol25 structures with the same formula, charge and spin   281.39 kJ/mol
Frontier orbital gap   11.19 eV
HOMO energy   -14.797 eV
Charge   +1
LUMO level   -3.60 eV